Density functional theory data (wB97M-V/def2-TZVPD) for a 2-piece molecular cluster, C10H19ClOSi overall at a distorted geometry.

Element x y z (Å)
1 Cl -1.29 -1.34 2.08
2 Si 0.21 2.62 -1.57
3 O 2.12 0.94 3.43
4 C 1.62 -1.52 -1.55
5 C 1.85 -0.07 -1.24
6 C 2.35 0.25 0.02
7 C -0.27 0.86 -1.14
8 C -1.45 -0.76 0.39
9 C -0.74 0.59 0.25
10 C 2.70 0.55 1.14
11 C -3.62 -2.01 -0.04
12 C 3.16 0.87 2.48
13 C -2.93 -0.66 0.04
14 H -4.68 -1.88 -0.28
15 H 3.63 1.86 2.48
16 H 1.25 3.05 -0.64
17 H 3.92 0.13 2.78
18 H 0.91 -1.63 -2.38
19 H -3.43 -0.03 0.78
20 H 2.56 -1.99 -1.86
21 H -3.01 -0.15 -0.93
22 H -0.70 0.23 -1.91
23 H -3.17 -2.62 -0.82
24 H 0.68 2.65 -2.95
25 H -3.54 -2.54 0.90
26 H 2.22 0.53 -2.06
27 H -0.97 -1.52 -0.22
28 H 0.12 0.63 0.93
29 H -1.42 1.38 0.58
30 H -0.94 3.53 -1.45
31 H 1.62 0.12 3.41
32 H 1.24 -2.06 -0.68

- energy above the lowest of the compared OMol25 structures with the same formula, charge and spin (kJ/mol) = 403.2
- maximum force (eV/A) = 3.22
- LUMO level (eV) = 0.25
- energy (Eh) = -1217.2045
- highest occupied orbital energy (eV) = -8.26
- frontier orbital gap (eV) = 8.5
- total charge = 0

These are the Löwdin partial charges, in e, on atoms 1 to 6:
1. Cl 0.62
2. Si 0.63
3. O -0.06
4. C -0.10
5. C -0.21
6. C -0.09

Density functional theory data (wB97M-V/def2-TZVPD) for C27H11F4N7Pd as an isolated structure.

Element x y z (Å)
1 Pd 0.02 -0.18 -0.13
2 F 0.32 -4.00 6.68
3 F 2.75 -0.54 4.51
4 F -1.10 -4.33 4.51
5 F 1.30 -0.86 2.40
6 N -0.05 1.79 -0.09
7 N -2.02 0.09 -0.08
8 N 0.15 -2.20 -0.18
9 N 4.48 -0.50 7.00
10 N 2.03 0.23 -0.25
11 N -3.27 -3.33 1.97
12 N 2.13 -3.38 9.11
13 C -0.14 4.47 -0.22
14 C 3.57 -1.21 6.94
15 C 2.30 1.55 -0.14
16 C 0.61 -3.21 5.64
17 C 1.66 -2.28 5.75
18 C -3.70 1.77 0.13
19 C 1.09 3.83 -0.22
20 C -4.67 0.77 0.20
21 C -2.14 -3.15 2.09
22 C -1.25 2.37 -0.08
23 C 1.05 -1.69 3.45
24 C -2.95 -0.86 -0.02
25 C 2.26 -2.83 8.11
26 C 0.04 -2.63 3.34
27 C -0.15 -3.38 4.50
28 C 3.59 2.00 0.01
29 C 4.34 -0.27 -0.07
30 C -2.38 1.39 -0.01
31 C -4.30 -0.55 0.12
32 C 2.47 -2.11 6.90
33 C 4.63 1.07 0.05
34 C -0.75 -2.82 2.11
35 C 1.11 2.45 -0.15
36 C 3.01 -0.66 -0.22
37 C -0.24 -2.54 0.90
38 C 1.82 -1.52 4.57
39 C -1.33 3.75 -0.15
40 H -3.97 2.81 0.20
41 H 3.80 3.06 0.12
42 H -0.18 5.55 -0.27
43 H 5.11 -1.03 -0.03
44 H -2.61 -1.88 -0.07
45 H -5.71 1.05 0.32
46 H -2.28 4.25 -0.15
47 H 5.65 1.40 0.19
48 H -5.02 -1.35 0.19
49 H 2.01 4.40 -0.29
50 H 2.71 -1.70 -0.29

- maximum force (eV/A) = 0.40
- LUMO level (eV) = -2.34
- energy (Eh) = -1946.0627
- highest occupied orbital energy (eV) = -5.78
- frontier orbital gap (eV) = 3.4
- total charge = 0

These are the Löwdin partial charges, in e, on atoms 1 to 6:
1. Pd 1.00
2. F 0.10
3. F 0.08
4. F 0.10
5. F 0.03
6. N 0.00

Density functional theory data (wB97M-V/def2-TZVPD) for C29H37F4OSn as an isolated structure at a distorted geometry.

Element x y z (Å)
1 Sn -1.53 -2.11 -3.70
2 F -4.74 -1.30 3.16
3 F -3.13 3.18 3.14
4 F 4.73 -1.30 3.21
5 F 3.11 3.18 3.16
6 O -0.34 -2.06 -0.82
7 C 3.97 0.96 3.16
8 C 0.25 -5.72 -4.78
9 C -3.82 -0.22 -2.78
10 C -1.73 -3.81 -1.03
11 C -4.01 1.17 -3.41
12 C -0.24 0.60 -2.93
13 C 3.68 -0.41 3.16
14 C -0.11 -0.50 -3.98
15 C -2.41 -0.91 3.08
16 C -0.01 -0.61 2.89
17 C 2.88 1.82 3.13
18 C 0.64 2.82 -2.04
19 C 1.65 -6.30 -4.67
20 C -0.33 -2.74 0.37
21 C -3.55 -1.33 -3.82
22 C -2.89 1.82 3.12
23 C 2.39 -0.91 3.12
24 C -1.19 -2.73 -1.70
25 C 0.80 1.72 -3.09
26 C 0.25 -4.23 -5.14
27 C 1.28 -0.01 3.03
28 C -3.98 0.96 3.14
29 C 1.56 1.38 3.08
30 C -1.16 -3.83 0.27
31 C -3.69 -0.41 3.13
32 C -1.29 -0.01 3.01
33 C -1.16 -3.61 -5.23
34 C -1.57 1.38 3.07
35 C -4.24 2.26 -2.37
36 H -1.36 -4.56 1.04
37 H -2.21 -1.98 3.12
38 H 2.22 -6.16 -5.59
39 H -0.29 -5.86 -3.83
40 H -4.73 -0.48 -2.22
41 H -1.25 1.04 -2.96
42 H 4.99 1.33 3.18
43 H -2.45 -4.51 -1.44
44 H 0.76 -4.09 -6.11
45 H 0.87 -0.99 -3.92
46 H -0.01 -1.70 2.90
47 H -1.96 -4.36 -5.12
48 H 1.58 -7.38 -4.47
49 H -5.00 1.33 3.17
50 H -0.13 0.16 -1.93
51 H -0.78 2.11 3.11
52 H 0.70 2.14 -4.10
53 H 2.20 -1.98 3.17
54 H -4.87 1.13 -4.09
55 H 0.86 -3.68 -4.40
56 H -1.29 -3.08 -6.18
57 H -0.34 3.29 -2.10
58 H -3.13 1.42 -4.03
59 H 1.80 1.27 -3.02
60 H -4.19 -2.20 -3.63
61 H -5.08 2.01 -1.72
62 H 0.78 2.43 -1.03
63 H 2.21 -5.84 -3.84
64 H -3.35 2.41 -1.74
65 H 0.33 -2.43 1.16
66 H -0.32 -6.26 -5.55
67 H -3.70 -0.99 -4.85
68 H 1.40 3.59 -2.21
69 H -0.26 -0.12 -5.00
70 H 0.77 2.12 3.11
71 H -3.01 -0.18 -2.04
72 H -4.46 3.21 -2.87

- energy above the lowest of the compared OMol25 structures with the same formula, charge and spin (kJ/mol) = 0.0
- maximum force (eV/A) = 1.77
- LUMO level (eV) = 2.12
- energy (Eh) = -1816.1990
- highest occupied orbital energy (eV) = -2.80
- frontier orbital gap (eV) = 4.9
- total charge = -1

These are the Löwdin partial charges, in e, on atoms 1 to 6:
1. Sn 1.31
2. F 0.01
3. F 0.01
4. F 0.01
5. F 0.01
6. O -0.06

Density functional theory data (wB97M-V/def2-TZVPD) for one molecule with the formula C5H10O.

Element x y z (Å)
1 O 0.65 -1.01 -0.20
2 C -0.32 -0.01 -0.59
3 C -1.41 -0.91 -1.15
4 C 1.69 -0.72 0.59
5 C -0.95 0.95 0.44
6 C 2.08 0.51 0.93
7 H -0.96 -1.65 -1.81
8 H -1.72 1.52 -0.11
9 H 0.14 0.61 -1.37
10 H 2.20 -1.62 0.94
11 H -1.86 -1.44 -0.30
12 H -2.19 -0.35 -1.67
13 H -0.29 1.68 0.90
14 H 1.63 1.36 0.44
15 H -1.48 0.42 1.25
16 H 2.80 0.67 1.71

- energy above the lowest of the compared OMol25 structures with the same formula, charge and spin (kJ/mol) = 124.8
- SMILES = C=COC(C)C
- maximum force (eV/A) = 0.39
- LUMO level (eV) = 1.12
- energy (Eh) = -271.7051
- highest occupied orbital energy (eV) = -8.78
- frontier orbital gap (eV) = 9.9
- total charge = 0

These are the Löwdin partial charges, in e, on atoms 1 to 6:
1. O -0.09
2. C -0.41
3. C -0.06
4. C -0.23
5. C -0.06
6. C 0.01

Density functional theory data (wB97M-V/def2-TZVPD) for a 2-piece molecular cluster, C50H54F3N7O8S overall at a distorted geometry.

Element x y z (Å)
1 S -3.89 1.35 3.40
2 F -6.24 1.96 2.32
3 F -4.68 3.46 2.01
4 F -5.66 3.29 3.98
5 O 0.68 2.35 6.40
6 O 2.19 3.45 5.22
7 O -1.49 6.03 6.69
8 O -2.90 4.45 7.27
9 O -3.55 0.76 2.12
10 O -4.30 0.54 4.52
11 O 0.98 5.23 3.30
12 O 1.10 3.83 1.52
13 N 1.42 2.48 5.39
14 N 0.48 4.20 2.51
15 N 0.89 -2.02 -2.24
16 N -2.06 4.95 6.47
17 N 0.19 -0.12 -1.32
18 N 0.14 5.49 4.36
19 N 1.05 -2.09 -0.86
20 C 4.06 -1.23 -0.54
21 C -5.21 2.59 2.91
22 C -1.59 3.58 -0.36
23 C -0.83 1.04 -5.62
24 C 0.25 2.37 -1.42
25 C 3.58 -4.64 0.24
26 C 5.49 -3.14 -1.13
27 C -1.31 -3.70 -1.22
28 C -1.83 4.20 5.26
29 C -2.93 0.12 -1.11
30 C 0.48 0.08 2.13
31 C -1.41 2.53 2.90
32 C 0.80 -4.44 0.02
33 C -2.56 3.03 5.05
34 C -2.25 2.37 -0.18
35 C -0.54 0.80 -4.28
36 C 1.99 1.67 3.15
37 C 2.44 1.40 -2.52
38 C -2.91 -0.99 -0.07
39 C 2.77 -5.59 0.85
40 C 1.51 1.06 2.02
41 C 1.68 2.61 -2.02
42 C 3.05 -3.54 -0.44
43 C 0.08 -0.81 1.08
44 C -1.44 -4.62 1.10
45 C 2.59 3.28 -0.98
46 C 0.49 -0.96 -0.25
47 C -0.38 3.57 -1.04
48 C 3.78 -2.54 -2.70
49 C 1.35 1.45 4.40
50 C 0.36 0.47 4.54
51 C -2.77 -0.60 -2.44
52 C 4.06 -2.60 -1.19
53 C -0.71 -4.69 -0.25
54 C -2.49 2.36 3.81
55 C 0.07 -0.42 -3.88
56 C -0.65 3.69 3.16
57 C -1.84 1.21 -0.85
58 C 0.11 -1.12 -6.22
59 C 0.39 -1.37 -4.88
60 C -4.31 0.78 -1.10
61 C -0.13 -0.14 3.41
62 C -0.47 1.16 -1.24
63 C 1.40 -5.49 0.74
64 C 1.59 3.57 -3.22
65 C -0.84 4.54 4.27
66 C 0.39 -0.84 -2.51
67 C 1.63 -3.35 -0.39
68 C -0.92 -6.08 -0.87
69 C -0.52 0.08 -6.59
70 H 2.68 0.68 -1.72
71 H -3.13 2.34 0.46
72 H -4.59 1.10 -0.09
73 H -1.97 -6.22 -1.13
74 H 5.88 -3.15 -0.11
75 H 4.66 -4.79 0.30
76 H 0.85 -2.31 -4.56
77 H 0.37 -1.87 -6.97
78 H -1.15 -2.69 -0.84
79 H -0.37 -1.74 1.47
80 H 3.41 1.75 -2.93
81 H 3.72 -3.56 -3.11
82 H -0.63 -6.89 -0.20
83 H 2.86 2.33 3.13
84 H 0.77 -6.25 1.19
85 H 2.59 3.70 -3.65
86 H 2.80 2.62 -0.13
87 H -3.06 -0.62 0.94
88 H -4.33 1.63 -1.79
89 H 2.85 -2.02 -2.94
90 H -3.68 -1.73 -0.30
91 H -1.84 -1.18 -2.45
92 H 3.22 -6.44 1.37
93 H -0.03 0.27 5.54
94 H -5.07 0.06 -1.43
95 H 3.56 3.52 -1.45
96 H -3.58 -1.33 -2.57
97 H -1.29 -3.64 1.57
98 H 4.71 -0.55 -1.10
99 H 0.93 3.16 -3.99
100 H 4.44 -1.31 0.49
101 H 1.22 4.56 -2.92
102 H -1.21 1.90 2.04
103 H 3.05 -0.81 -0.48
104 H 1.93 0.90 -3.34
105 H -0.83 1.54 -3.53
106 H -2.40 -3.85 -1.30
107 H -0.99 -0.81 3.46
108 H -0.76 0.27 -7.64
109 H 1.89 1.26 1.01
110 H 4.60 -2.00 -3.19
111 H -2.76 0.09 -3.29
112 H -0.86 -3.74 -2.21
113 H -2.01 4.51 0.03
114 H 0.13 4.52 -1.19
115 H -2.52 -4.77 0.97
116 H 6.14 -2.49 -1.72
117 H -3.24 2.66 5.82
118 H -1.31 1.98 -5.90
119 H -1.93 -1.47 -0.08
120 H -0.33 -6.17 -1.79
121 H 5.55 -4.14 -1.56
122 H -1.06 -5.38 1.79
123 H 2.17 4.22 -0.59

- energy above the lowest of the compared OMol25 structures with the same formula, charge and spin (kJ/mol) = 116.2
- maximum force (eV/A) = 3.04
- LUMO level (eV) = -2.18
- energy (Eh) = -3620.2141
- highest occupied orbital energy (eV) = -7.08
- frontier orbital gap (eV) = 4.9
- total charge = 0

These are the Löwdin partial charges, in e, on atoms 1 to 6:
1. S 0.81
2. F 0.15
3. F 0.12
4. F 0.14
5. O 0.03
6. O 0.03